A molecular structure, C46H45BBaN11O2S3, computed with ωB97M-V with the def2-TZVPD basis set.

```
109
Properties=species:S:1:pos:R:3:lowdin_charge:R:1
Ba 0.40194 0.18775 0.62937 1.680
C 0.31269 1.51072 6.38052 -0.086
C 1.21743 2.46845 5.92793 -0.077
C 1.80038 2.31949 4.68819 -0.007
C 1.47431 1.18193 3.94552 -0.367
N 0.57400 0.27671 4.34698 0.123
C 0.01675 0.45139 5.54546 -0.173
N 2.01609 0.99884 2.67486 0.033
C 2.64346 -0.09357 2.39118 -0.437
N 2.77448 -0.43631 1.08722 -0.114
C 2.98459 -1.78106 1.02710 -0.348
N 2.88848 -2.42037 -0.08403 0.165
C 2.69209 -3.78273 -0.10263 -0.376
C 3.52260 -4.60014 -0.88384 -0.023
C 3.27154 -5.95333 -0.92996 -0.088
C 2.18813 -6.46843 -0.22346 -0.094
C 1.40415 -5.57924 0.49003 -0.162
N 1.63376 -4.27214 0.55743 0.125
C 3.26430 -2.29979 2.40635 -0.079
C 3.71013 -3.51972 2.88507 -0.010
C 3.96562 -3.62811 4.24642 -0.075
C 3.77478 -2.54709 5.10203 -0.075
C 3.32042 -1.32654 4.62020 -0.009
C 3.07273 -1.22376 3.26352 -0.085
H -0.16974 1.59576 7.34497 0.095
H 1.45382 3.33412 6.53423 0.108
H 2.47287 3.05216 4.25874 0.077
H -0.70911 -0.29872 5.84489 0.103
H 4.33983 -4.14792 -1.42707 0.107
H 3.90777 -6.60557 -1.51528 0.101
H 1.94940 -7.52235 -0.23836 0.091
H 0.53515 -5.93132 1.03806 0.100
H 3.85887 -4.36378 2.22590 0.107
H 4.32085 -4.56751 4.65020 0.100
H 3.98586 -2.66072 6.15770 0.100
H 3.17172 -0.48680 5.28552 0.112
C -2.51498 2.43883 3.82989 -0.051
N -1.59671 3.40219 3.27361 -0.127
C -0.93202 4.39502 3.96830 -0.075
C -0.19280 5.06741 3.05867 -0.082
N -0.39443 4.50376 1.82397 0.007
B 0.29899 4.97864 0.49466 -0.472
N 1.45463 3.98697 0.14309 0.001
C 1.39289 3.03303 -0.84543 -0.139
C 2.55752 2.34060 -0.84980 -0.111
N 3.34026 2.88928 0.14656 -0.136
C 4.66265 2.45704 0.51896 -0.070
C 2.66982 3.91385 0.73966 -0.783
S 3.29659 4.84445 2.00418 0.528
C -1.25228 3.47032 1.96263 -0.752
S -1.85746 2.43971 0.74508 0.508
H -2.90556 2.82487 4.77010 0.089
H -2.01376 1.48645 4.00918 0.067
H -3.32801 2.27357 3.12540 0.063
H -1.03842 4.51131 5.03073 0.108
H 0.49585 5.88420 3.17554 0.103
H -0.50257 4.96320 -0.40059 0.062
H 0.76577 6.06525 0.70269 0.059
H 0.51959 2.91299 -1.46033 0.086
H 2.89704 1.53166 -1.47176 0.116
H 4.98964 1.69815 -0.18883 0.087
H 4.64635 2.03783 1.52631 0.072
H 5.34307 3.30812 0.51165 0.070
C -0.80867 5.67525 -6.48878 -0.048
C -2.14880 5.85367 -7.14684 -0.752
O -2.37216 6.68497 -7.99004 -0.017
S -3.48460 4.76311 -6.68613 1.008
C -2.74676 3.63808 -5.52486 -0.577
C -2.12731 2.47945 -5.97925 -0.115
C -1.54194 1.60587 -5.08180 -0.035
C -1.57045 1.86527 -3.70681 -0.258
C -2.21004 3.02895 -3.25851 -0.019
C -2.79371 3.90101 -4.15843 -0.101
C -0.96460 0.97461 -2.77020 -0.239
C -0.41758 0.24097 -1.95623 -0.266
H -0.89559 5.54109 -5.41290 0.078
H -0.19686 6.54255 -6.72531 0.084
H -0.33505 4.77528 -6.88547 0.089
H -2.10065 2.27062 -7.04120 0.102
H -1.04972 0.70918 -5.43440 0.110
H -2.23286 3.23949 -2.19586 0.087
H -3.28120 4.79959 -3.80335 0.108
C -1.09772 -2.78633 -3.56418 -0.077
C -1.43260 -3.87102 -2.55436 -0.200
N -2.86676 -4.09302 -2.40326 -0.051
C -3.58230 -4.61445 -3.56449 -0.206
C -4.45168 -3.56462 -4.24075 -0.068
C -3.57795 -3.96291 -1.26136 -0.421
O -4.74587 -4.32650 -1.17473 0.054
C -2.91876 -3.36709 -0.05015 -0.107
C -3.03312 -4.06314 1.14682 0.002
C -2.45426 -3.54251 2.28912 -0.044
C -1.80240 -2.32388 2.19639 -0.143
N -1.73148 -1.62245 1.06785 -0.056
C -2.27492 -2.13528 -0.03681 -0.086
H -0.02896 -2.57746 -3.54689 0.078
H -1.59563 -1.84909 -3.32196 0.050
H -1.37802 -3.09103 -4.57394 0.068
H -1.00059 -3.64185 -1.58273 0.105
H -0.98583 -4.82195 -2.86931 0.120
H -4.19997 -5.45259 -3.23810 0.116
H -2.83038 -4.99738 -4.25707 0.114
H -5.19633 -3.18981 -3.54055 0.074
H -4.97290 -4.00082 -5.09412 0.073
H -3.85243 -2.72684 -4.59492 0.067
H -3.57274 -5.00126 1.16058 0.123
H -2.49728 -4.06520 3.23429 0.104
H -1.31653 -1.88416 3.06213 0.101
H -2.16790 -1.53542 -0.93621 0.097
```

Summary:
Multiplicity: 1
Highest occupied orbital energy (Ha): -0.1642
Max |F| (eV Å⁻¹): 1.9
E_LUMO (eV): 1.73
Charge: -1